Entry 1:
78
Properties=species:S:1:pos:R:3 method="wB97M-V/def2-TZVPD" charge=+2 s_squared=8.76 total_energy_ev=-84141.8751 relative_energy_kcal_mol=22.43 spin_multiplicity=6 lumo_energy_ha="-0.2189 / -0.2793" largest_force_ev_per_a=1.720
Fe -0.039 -0.271 -0.910
N 1.848 -1.666 -1.384
C 2.315 -1.419 -2.746
C 1.102 -1.455 -3.665
N 0.110 -0.453 -3.216
C -1.206 -0.606 -3.864
C -2.158 0.486 -3.402
N -2.284 0.453 -1.941
H 1.601 -2.645 -1.261
H 2.584 -1.477 -0.710
H 2.777 -0.430 -2.784
H 3.060 -2.146 -3.074
H 1.418 -1.278 -4.697
H 0.644 -2.446 -3.631
H 0.477 0.475 -3.426
H -1.135 -0.575 -4.956
H -1.609 -1.579 -3.579
H -1.773 1.458 -3.701
H -3.116 0.349 -3.909
H -2.749 1.294 -1.611
H -2.882 -0.326 -1.685
N 6.837 6.832 2.775
C 6.159 5.961 2.459
C 5.284 4.910 2.037
C 4.107 4.669 2.744
C 3.211 3.723 2.279
C 3.475 3.021 1.105
C 4.674 3.235 0.429
C 5.581 4.170 0.894
C 2.458 2.086 0.557
C 1.813 2.470 -0.621
C 2.049 3.679 -1.335
C 1.083 3.771 -2.310
C 0.286 2.622 -2.170
N 0.714 1.829 -1.185
C 2.172 0.939 1.291
C 2.725 0.580 2.556
C 2.198 -0.645 2.891
C 1.361 -1.016 1.819
N 1.338 -0.082 0.873
H 3.893 5.230 3.643
H 2.283 3.547 2.807
H 4.895 2.662 -0.462
H 6.512 4.340 0.371
H 2.837 4.382 -1.129
H 0.936 4.556 -3.032
H -0.590 2.382 -2.749
H 3.421 1.171 3.125
H 2.388 -1.231 3.775
H 0.795 -1.933 1.717
O -5.453 -4.884 0.165
C -4.612 -5.067 -0.946
C -3.459 -4.115 -0.859
C -2.377 -4.197 -1.734
C -1.360 -3.275 -1.620
N -1.338 -2.305 -0.699
C -2.344 -2.260 0.187
C -3.424 -3.129 0.118
C -2.220 -1.267 1.271
C -2.802 -1.485 2.509
C -2.619 -0.560 3.533
C -3.248 -0.828 4.882
O -4.398 -1.633 4.785
C -1.869 0.576 3.253
C -1.323 0.718 1.991
N -1.477 -0.183 1.022
H -6.136 -5.561 0.164
H -5.150 -4.881 -1.885
H -4.221 -6.090 -0.993
H -2.324 -4.973 -2.486
H -0.503 -3.319 -2.280
H -4.243 -3.060 0.817
H -3.388 -2.369 2.714
H -3.444 0.111 5.406
H -2.537 -1.397 5.486
H -5.140 -1.112 4.459
H -1.726 1.345 3.999
H -0.741 1.596 1.738

***

Entry 2:
27
Properties=species:S:1:pos:R:3 method="wB97M-V/def2-TZVPD" total_energy_ev=-22719.7865 smiles="N[C@@H](CC(=O)O)C(=O)N[C@@H](CO)C(=O)O" relative_energy_kcal_mol=12.50 spin_multiplicity=1 lumo_energy_ha=0.0091 largest_force_ev_per_a=4.789
C -1.734 -0.713 -0.504
C -0.363 -1.003 -0.085
C -2.459 0.352 0.398
C -1.882 1.747 0.167
C 2.063 -0.507 -0.142
C 2.344 0.118 1.217
C 2.939 0.059 -1.193
H -2.317 -2.527 0.196
H -3.450 -1.829 -0.760
H -1.739 -0.233 -1.561
H -2.284 -0.051 1.415
H -3.579 0.359 0.246
H -2.916 2.235 1.661
H 0.560 0.535 -1.091
H 2.244 -1.602 -0.122
H 2.610 -0.438 -2.063
H 4.043 -0.128 -1.060
H 2.937 1.917 -0.661
H 1.045 -1.098 1.918
N -2.450 -1.965 -0.620
N 0.696 -0.340 -0.588
O -0.235 -1.781 0.855
O -1.078 2.081 -0.696
O -2.402 2.674 0.959
O 3.069 1.089 1.324
O 2.667 1.438 -1.459
O 1.667 -0.390 2.247

***

Entry 3:
65
Properties=species:S:1:pos:R:3 method="wB97M-V/def2-TZVPD" s_squared=0.75 total_energy_ev=-50478.7713 spin_multiplicity=2 lumo_energy_ha="0.0071 / -0.0286" largest_force_ev_per_a=9.287
C 2.452 -3.623 1.532
C 1.947 -2.152 2.153
C 2.346 -2.201 3.742
C 0.313 -2.172 2.023
C -0.420 -0.715 2.180
C -2.014 -0.783 1.678
C -2.186 -1.236 0.113
C -3.830 -1.234 -0.195
O -4.398 -2.340 -0.730
O -4.637 -0.027 0.171
P -0.524 -0.225 4.055
O -1.158 -1.465 4.868
C 0.426 0.349 1.268
C 2.054 0.266 1.412
C 2.591 1.164 2.717
C 2.657 1.093 0.086
N 2.657 -1.110 1.332
O 2.895 -1.513 0.069
H 2.140 -4.422 2.343
H 1.877 -3.891 0.548
H 3.636 -3.642 1.393
H 1.426 -2.665 4.344
H 2.572 -1.167 4.237
H 3.283 -2.926 3.876
H -0.200 -2.903 2.806
H 0.072 -2.648 0.955
H -2.532 -1.537 2.437
H -2.528 0.264 1.880
H -1.845 -2.347 -0.062
H -1.729 -0.470 -0.666
H -4.631 0.082 1.171
H 0.775 -0.003 4.647
H -1.382 0.918 4.285
H 0.049 1.449 1.537
H 0.187 0.231 0.105
H 1.685 1.534 3.398
H 3.089 2.172 2.315
H 3.434 0.619 3.325
H 3.837 1.035 0.029
H 2.380 2.240 0.247
H 2.124 0.778 -0.918
C 4.845 -1.543 -1.924
O 5.266 -0.575 -2.883
C 4.758 -0.763 -4.127
O 4.001 -1.660 -4.464
O 5.236 0.220 -4.930
C 4.781 0.149 -6.280
H 5.312 -1.296 -0.967
H 3.758 -1.512 -1.796
H 5.173 -2.546 -2.218
H 3.692 0.248 -6.326
H 5.106 -0.786 -6.748
H 5.226 0.982 -6.831
C -6.286 6.017 -2.174
O -6.875 4.772 -2.544
C -6.331 3.692 -1.929
O -5.417 3.713 -1.119
O -6.980 2.585 -2.370
C -6.510 1.364 -1.802
H -6.797 6.811 -2.725
H -6.417 6.203 -1.103
H -5.225 6.038 -2.444
H -6.650 1.364 -0.716
H -5.458 1.199 -2.058
H -7.099 0.546 -2.225

***

Entry 4:
65
Properties=species:S:1:pos:R:3 method="wB97M-V/def2-TZVPD" charge=-1 s_squared=0.75 total_energy_ev=-240475.3434 relative_energy_kcal_mol=0.00 spin_multiplicity=2 lumo_energy_ha="0.0704 / 0.0401" largest_force_ev_per_a=0.181
Cu 0.994 2.738 2.289
Se -1.500 -3.093 -0.592
P -1.774 -1.103 -1.225
C -0.975 -0.738 -2.821
C -0.993 0.561 -3.331
C -0.352 0.837 -4.528
C 0.306 -0.173 -5.219
C 0.318 -1.464 -4.715
C -0.323 -1.748 -3.516
C -3.525 -0.693 -1.437
C -4.124 -0.724 -2.690
C -5.486 -0.483 -2.811
C -6.247 -0.212 -1.686
C -5.649 -0.185 -0.432
C -4.292 -0.426 -0.307
C -1.180 0.216 -0.151
C -0.180 0.401 0.794
N -0.204 1.725 1.095
N -1.163 2.310 0.397
N -1.759 1.426 -0.351
P 1.135 -0.539 1.557
Se 1.841 0.634 3.213
C 0.519 -2.129 2.118
C 1.236 -3.298 1.904
C 0.742 -4.501 2.387
C -0.455 -4.530 3.085
C -1.159 -3.355 3.317
C -0.672 -2.153 2.838
C 2.401 -0.818 0.298
C 3.674 -0.281 0.450
C 4.616 -0.451 -0.555
C 4.286 -1.149 -1.706
C 3.014 -1.687 -1.857
C 2.070 -1.526 -0.858
H -1.491 1.351 -2.783
H -0.360 1.848 -4.916
H 0.813 0.051 -6.149
H 0.828 -2.254 -5.252
H -0.323 -2.752 -3.108
H -3.532 -0.931 -3.572
H -5.949 -0.502 -3.790
H -7.307 -0.014 -1.783
H -6.239 0.035 0.448
H -3.822 -0.393 0.668
H 2.164 -3.277 1.346
H 1.292 -5.416 2.211
H -0.844 -5.472 3.450
H -2.094 -3.379 3.861
H -1.219 -1.234 3.010
H 3.918 0.279 1.344
H 5.605 -0.027 -0.438
H 5.020 -1.270 -2.493
H 2.751 -2.228 -2.757
H 1.083 -1.962 -0.970
B 3.813 4.361 5.557
C 2.784 3.969 4.428
N 2.042 3.624 3.613
H 3.621 5.515 5.864
H 4.918 4.192 5.085
H 3.603 3.598 6.479
F -0.109 6.235 0.139
B 0.771 5.857 1.131
F 0.509 4.382 1.363
F 2.091 5.943 0.729
F 0.526 6.487 2.331